Computed, not measured: a single C15H21NO molecule, with ωB97M-V/def2-TZVPD.

## Properties
SMILES: COc1ccccc1/C=C/CN1CCCCC1
Energy above the lowest of the compared OMol25 structures with the same formula, charge and spin in eV: 1.793
Orbital gap in eV: 8.87

Last columns: bonded neighbours and bond lengths (Å).
Geometry (Å):
1 C 0.1879 0.4235 3.5545  O2 1.404, H18 1.095, H19 1.095, H20 1.089
2 O 0.2499 -0.0462 2.2324  C1 1.404, C3 1.365
3 C 0.9823 -1.1671 1.9657  O2 1.365, C4 1.388, C8 1.411
4 C 1.7003 -1.8719 2.9219  C3 1.388, C5 1.386, H21 1.079
5 C 2.4300 -2.9940 2.5633  C4 1.386, C6 1.382, H22 1.080
6 C 2.4483 -3.4233 1.2499  C5 1.382, C7 1.383, H23 1.080
7 C 1.7346 -2.7250 0.2931  C6 1.383, C8 1.391, H24 1.079
8 C 0.9967 -1.5926 0.6203  C3 1.411, C7 1.391, C9 1.456
9 C 0.2282 -0.8428 -0.3631  C8 1.456, C10 1.330, H25 1.080
10 C 0.4401 -0.8268 -1.6758  C9 1.330, C11 1.500, H26 1.082
11 C -0.3874 -0.0354 -2.6447  C10 1.500, N12 1.448, H27 1.108, H28 1.097
12 N -1.1412 1.0194 -1.9987  C11 1.448, C13 1.451, C17 1.449
13 C -0.2930 2.1326 -1.6151  N12 1.451, C14 1.525, H29 1.092, H30 1.108
14 C -1.0709 3.0965 -0.7260  C13 1.525, C15 1.525, H31 1.091, H32 1.092
15 C -2.2952 3.6157 -1.4717  C14 1.525, C16 1.525, H33 1.092, H34 1.093
16 C -3.1243 2.4292 -1.9503  C15 1.525, C17 1.526, H35 1.091, H36 1.092
17 C -2.2623 1.4882 -2.7877  N12 1.449, C16 1.526, H37 1.094, H38 1.108
18 H -0.2555 -0.3177 4.2280  C1 1.095
19 H 1.1767 0.7089 3.9293  C1 1.095
20 H -0.4501 1.3058 3.5230  C1 1.089
21 H 1.7007 -1.5574 3.9539  C4 1.079
22 H 2.9816 -3.5309 3.3209  C5 1.080
23 H 3.0118 -4.3014 0.9722  C6 1.080
24 H 1.7328 -3.0714 -0.7290  C7 1.079
25 H -0.5608 -0.2246 0.0387  C9 1.080
26 H 1.2356 -1.4045 -2.1270  C10 1.082
27 H 0.2680 0.3584 -3.4466  C11 1.108
28 H -1.0983 -0.7199 -3.1242  C11 1.097
29 H 0.5682 1.7376 -1.0726  C13 1.092
30 H 0.0808 2.6732 -2.5070  C13 1.108
31 H -1.3884 2.5632 0.1711  C14 1.091
32 H -0.4237 3.9227 -0.4261  C14 1.092
33 H -2.8929 4.2602 -0.8241  C15 1.092
34 H -1.9739 4.2078 -2.3327  C15 1.093
35 H -3.5005 1.8791 -1.0865  C16 1.091
36 H -3.9763 2.7689 -2.5423  C16 1.092
37 H -2.8569 0.6232 -3.0946  C17 1.094
38 H -1.9263 2.0142 -3.7028  C17 1.108

Computed, not measured: a single H2O molecule in a non-equilibrium geometry, with ωB97M-V/def2-TZVPD.

## Properties
SMILES: O
Energy above the lowest of the compared OMol25 structures with the same formula, charge and spin in eV: 0.334
Orbital gap in eV: 12.45

Last columns: bonded neighbours and bond lengths (Å).
Geometry (Å):
1 O 0.2101 -0.3487 0.2374  H2 1.074, H3 1.006
2 H -0.5241 -0.3011 -0.5445  O1 1.074
3 H 0.3141 0.6498 0.3070  O1 1.006